[1]
DFT (the ωB97M-V functional and the def2-TZVPD basis) results for a 3-piece molecular cluster, C4H12N2O overall.

ORCA input file:
```
! RIJCOSX wB97M-V def2-TZVPD def2/J DEFGRID3
* xyz 0 1
C 0.888 -0.968 -0.145
C -0.341 0.238 -1.877
C -0.233 -1.877 0.371
N 0.800 -0.592 -1.542
H 0.800 -1.425 -2.124
H 1.850 -1.473 -0.011
H 0.901 -0.046 0.443
H -0.403 1.058 -1.162
H -0.189 0.648 -2.876
H -1.305 -0.292 -1.865
H -0.039 -2.161 1.403
H -0.296 -2.784 -0.229
H -1.192 -1.364 0.328
C -1.647 1.122 1.988
O 0.982 2.333 1.323
N -1.945 1.663 1.031
H 0.942 2.570 0.397
H -1.357 0.622 2.871
H 1.783 2.728 1.676
*
```

Results
HOMO energy, eV: -8.453
SMILES: CCNC.C#N.O
E_LUMO, eV: 0.82
Energy above the lowest of the compared OMol25 structures with the same formula, charge and spin, kJ/mol: 198.95
Max |F|, eV/A: 0.69
Orbital gap, eV: 9.27

---

[2]
DFT (the ωB97M-V functional and the def2-TZVPD basis) results for C42H35ClN6O5SW as an isolated structure.

ORCA input file:
```
! RIJCOSX wB97M-V def2-TZVPD def2/J DEFGRID3
* xyz 0 3
W 0.200 0.163 -0.324
Cl 2.403 4.585 5.368
C 1.713 3.824 3.961
C 0.418 4.134 3.563
C -0.125 3.530 2.446
C 0.602 2.589 1.707
O 0.075 2.004 0.652
C 1.914 2.314 2.125
C 2.551 -0.097 1.632
N 1.747 -0.787 0.667
C 2.176 -1.987 0.180
C 3.067 -2.862 0.773
C 3.451 -4.053 0.121
C 2.962 -4.400 -1.108
C 2.033 -3.540 -1.744
C 1.470 -3.788 -3.016
C 0.596 -2.890 -3.564
C 0.255 -1.736 -2.843
N 0.756 -1.485 -1.655
C 1.642 -2.358 -1.096
C 2.467 2.924 3.238
H -0.159 4.849 4.135
H -1.137 3.752 2.130
H 3.565 -0.488 1.545
H 3.454 -2.662 1.764
H 4.151 -4.711 0.623
H 3.265 -5.316 -1.597
H 1.745 -4.691 -3.548
H 0.156 -3.056 -4.537
H -0.433 -0.998 -3.232
H 3.487 2.703 3.521
O -0.400 -3.485 2.111
C -1.714 -3.362 2.382
C -2.267 -4.306 3.248
C -3.606 -4.260 3.573
C -4.430 -3.269 3.042
C -3.892 -2.331 2.188
C -2.537 -2.357 1.841
C -2.005 -1.319 0.943
O -0.772 -1.440 0.521
N -2.731 -0.316 0.572
N -1.979 0.521 -0.231
C -2.596 1.555 -0.679
C -2.021 2.531 -1.567
C -2.721 3.714 -1.827
C -2.237 4.656 -2.709
C -1.037 4.404 -3.375
C -0.337 3.236 -3.147
C -0.804 2.291 -2.228
O -0.127 1.167 -2.051
H -0.150 -2.760 1.507
H -1.612 -5.067 3.652
H -4.015 -5.003 4.247
H -5.480 -3.233 3.299
H -4.504 -1.546 1.767
H -3.628 1.682 -0.360
H -3.663 3.879 -1.315
H -2.784 5.570 -2.892
H -0.653 5.127 -4.084
H 0.584 3.018 -3.674
C 4.927 0.346 4.897
C 4.299 -0.683 3.963
N 2.837 -0.697 4.029
C 2.295 -1.215 5.294
C 1.842 -2.662 5.149
C 1.993 -0.341 3.052
S 0.353 -0.213 3.266
N 2.652 1.358 1.341
C 2.725 1.778 0.018
O 2.228 1.159 -0.928
C 3.382 3.078 -0.224
C 2.904 3.879 -1.256
C 3.497 5.104 -1.510
C 4.580 5.522 -0.749
C 5.068 4.717 0.273
C 4.464 3.501 0.541
H 6.005 0.368 4.735
H 4.754 0.116 5.948
H 4.526 1.340 4.703
H 4.655 -1.686 4.219
H 4.631 -0.477 2.952
H 1.468 -0.576 5.602
H 3.084 -1.138 6.040
H 1.054 -2.747 4.402
H 1.461 -3.034 6.101
H 2.677 -3.298 4.845
H 2.053 3.535 -1.829
H 3.113 5.737 -2.299
H 5.044 6.479 -0.950
H 5.915 5.043 0.862
H 4.831 2.867 1.338
*
```

Results
HOMO energy (alpha / beta), eV: -6.881 / -7.512
E_LUMO (alpha / beta), eV: -0.23 / -0.37
Energy above the lowest of the compared OMol25 structures with the same formula, charge and spin, kJ/mol: 23.78
Max |F|, eV/A: 0.64
Orbital gap (alpha / beta), eV: 6.65 / 7.14

---

[3]
DFT (the ωB97M-V functional and the def2-TZVPD basis) results for C42H46FHfN8O2Si as an isolated structure at a distorted geometry.

ORCA input file:
```
! RIJCOSX wB97M-V def2-TZVPD def2/J DEFGRID3
* xyz 3 1
Hf -0.324 -0.065 0.683
C -2.597 -1.536 5.620
C -2.957 -1.409 4.285
C -1.994 -1.063 3.356
C -0.678 -0.854 3.766
C -0.315 -0.970 5.111
C -1.281 -1.314 6.031
N 0.244 -0.514 2.755
N 1.450 -0.421 3.074
C 2.367 -0.143 2.035
C 3.700 -0.080 2.404
C 4.651 0.132 1.422
C 4.233 0.268 0.103
C 2.884 0.199 -0.178
N 1.952 0.000 0.762
H -3.345 -1.813 6.351
H -3.976 -1.590 3.972
H -2.280 -0.994 2.307
H 0.706 -0.789 5.413
H -1.018 -1.411 7.075
H 3.959 -0.214 3.445
H 5.702 0.177 1.675
H 4.946 0.417 -0.696
H 2.521 0.284 -1.194
N -1.528 -0.611 -4.756
C -0.097 -0.973 -4.405
C 0.058 -1.258 -2.917
N -0.058 -0.075 -2.064
H -1.682 -0.651 -5.768
H -1.776 0.336 -4.446
H -2.193 -1.260 -4.324
H 0.516 -0.133 -4.729
H 0.169 -1.846 -4.999
H 1.021 -1.749 -2.769
H -0.701 -1.979 -2.602
H -1.012 0.277 -2.048
H 0.530 0.677 -2.412
C 0.162 6.083 0.171
N 0.054 4.647 0.404
C -0.750 4.075 1.475
C -0.455 2.626 1.265
O -0.914 1.671 1.925
N 0.378 2.419 0.234
C 0.679 3.670 -0.233
N 1.523 3.855 -1.245
H -0.815 6.534 0.328
H 0.453 6.279 -0.859
H 0.882 6.538 0.850
H -1.822 4.268 1.351
H -0.441 4.416 2.465
H 2.074 3.077 -1.559
H 1.840 4.778 -1.496
F -4.876 -5.062 1.577
C -3.740 -4.416 1.294
C -2.654 -4.553 2.135
C -1.490 -3.867 1.828
C -1.391 -3.047 0.702
C -0.111 -2.299 0.428
C -2.513 -2.945 -0.119
C -3.688 -3.624 0.163
H -2.724 -5.197 3.001
H -0.626 -3.991 2.472
H 0.229 -2.442 -0.602
H 0.671 -2.718 1.068
H -2.489 -2.292 -0.986
H -4.563 -3.539 -0.465
O -2.014 0.255 -0.230
Si -3.456 1.070 -0.486
C -3.192 1.984 -2.114
C -4.279 2.230 -2.960
C -4.124 2.926 -4.153
C -2.871 3.386 -4.537
C -1.774 3.155 -3.717
C -1.941 2.467 -2.519
C -3.855 2.315 0.840
C -3.937 1.972 2.194
C -4.302 2.903 3.154
C -4.607 4.206 2.776
C -4.548 4.568 1.438
C -4.171 3.631 0.481
C -4.868 -0.097 -0.745
C -6.003 -0.082 0.069
C -7.093 -0.900 -0.210
C -7.072 -1.733 -1.317
C -5.959 -1.753 -2.151
C -4.874 -0.944 -1.859
H -5.263 1.867 -2.686
H -4.983 3.111 -4.785
H -2.755 3.934 -5.463
H -0.799 3.534 -4.003
H -1.082 2.326 -1.872
H -3.721 0.959 2.512
H -4.361 2.613 4.195
H -4.906 4.931 3.521
H -4.811 5.573 1.136
H -4.138 3.932 -0.560
H -6.047 0.576 0.929
H -7.963 -0.875 0.432
H -7.925 -2.361 -1.538
H -5.949 -2.397 -3.021
H -4.014 -0.959 -2.528
*
```

Results
HOMO energy, eV: -14.466
E_LUMO, eV: -9.08
Max |F|, eV/A: 2.78
Orbital gap, eV: 5.38